# C34H44BBrN13O2PPt

C34H44BBrN13O2PPt as an isolated structure (ωB97M-V/def2-TZVPD, the OMol25 dataset).

Values from the calculation:
- total charge = +3
- Kohn-Sham gap (alpha / beta) (eV) = 7.28 / 6.36
- ⟨S²⟩ = 0.761
- energy (eV) = -142671.2059
- ΔE to the lowest compared entry with this formula, charge and spin (eV) = 0.056
- 2S+1 = 2
- HOMO level (alpha / beta) (eV) = -15.856 / -15.856

XYZ file:
```
97
C34H44BBrN13O2PPt ωB97M-V/def2-TZVPD
Pt 0.677 1.336 1.104
C 2.338 2.322 4.023
C 1.356 1.204 4.081
C 0.851 0.530 5.190
C 0.001 -0.437 4.694
N 0.001 -0.372 3.355
N 0.828 0.639 2.982
B -0.669 -1.224 2.247
N -1.707 -0.307 1.538
C -3.015 -0.407 1.292
C -3.420 0.717 0.600
C -2.286 1.510 0.438
C -2.212 2.835 -0.243
N -1.264 0.874 1.044
N 0.427 -1.519 1.165
C 0.975 -2.711 0.920
C 2.047 -2.534 0.072
C 2.124 -1.165 -0.175
C 3.128 -0.541 -1.085
N 1.128 -0.561 0.505
N -1.248 -2.511 2.707
C -0.854 -3.381 3.685
C -1.478 -4.572 3.463
C -2.246 -4.374 2.290
C -3.147 -5.351 1.610
N -2.088 -3.147 1.828
H 3.017 2.256 4.870
H 2.929 2.281 3.108
H 1.838 3.290 4.081
H 1.094 0.716 6.223
H -0.599 -1.163 5.215
H -3.551 -1.288 1.602
H -4.413 0.948 0.254
H -2.571 2.738 -1.267
H -2.871 3.545 0.259
H -1.210 3.245 -0.277
H 0.557 -3.604 1.358
H 2.700 -3.289 -0.333
H 3.425 -1.286 -1.822
H 2.757 0.322 -1.628
H 4.026 -0.248 -0.540
H -0.135 -3.117 4.442
H -1.404 -5.467 4.057
H -2.959 -6.361 1.967
H -4.192 -5.116 1.812
H -2.998 -5.333 0.531
Br 6.705 4.035 -2.519
C 4.869 3.695 -2.622
C 4.159 4.023 -3.783
N 2.854 3.813 -3.929
C 2.193 3.269 -2.921
C 2.816 2.904 -1.728
C 4.189 3.120 -1.571
C 2.042 2.297 -0.669
O 2.546 1.916 0.451
O 0.776 2.081 -0.764
H 4.676 4.473 -4.623
H 1.128 3.116 -3.056
H 4.701 2.845 -0.659
C -2.585 -3.673 -3.970
N -2.305 -2.339 -4.686
C -1.025 -2.510 -5.523
N 0.052 -2.938 -4.705
C -0.280 -4.198 -4.041
N -1.466 -4.071 -3.195
C -1.232 -3.208 -2.035
P -0.776 -1.459 -2.481
C -2.169 -1.212 -3.702
C 0.499 -1.911 -3.762
H -2.793 -4.398 -4.757
H -3.473 -3.524 -3.356
H -3.082 -2.141 -5.319
H -0.821 -1.551 -5.996
H -1.259 -3.257 -6.281
H 0.564 -4.518 -3.432
H -0.466 -4.958 -4.800
H -0.419 -3.633 -1.443
H -2.113 -3.204 -1.388
H -2.015 -0.293 -4.269
H -3.117 -1.124 -3.170
H 1.389 -2.280 -3.249
H 0.802 -1.019 -4.315
C -1.802 2.501 3.370
C -0.956 3.455 2.615
C -1.128 4.863 2.767
C -0.051 5.461 2.203
C 0.793 4.426 1.693
C 2.142 4.734 1.168
N 0.185 3.206 1.877
H -1.801 2.826 4.415
H -1.487 1.468 3.331
H -2.841 2.571 3.034
H -1.948 5.321 3.298
H 0.195 6.511 2.172
H 2.527 5.589 1.725
H 2.078 5.062 0.123
H 2.846 3.917 1.242
```